Entry 1:
{"formula": "C22H58N6O20", "method": "wB97M-V/def2-TZVPD", "e_lumo_ev": -0.02, "e_above_lowest_ev": 0.887, "species": ["C", "N", "O", "O", "H", "H", "H", "C", "N", "O", "O", "H", "H", "H", "C", "N", "O", "O", "H", "H", "H", "C", "N", "O", "O", "H", "H", "H", "C", "N", "O", "O", "H", "H", "H", "C", "N", "O", "O", "H", "H", "H", "C", "O", "C", "C", "O", "C", "H", "H", "H", "H", "H", "H", "H", "H", "H", "H", "C", "O", "C", "C", "O", "C", "H", "H", "H", "H", "H", "H", "H", "H", "H", "H", "C", "O", "C", "C", "O", "C", "H", "H", "H", "H", "H", "H", "H", "H", "H", "H", "C", "O", "C", "C", "O", "C", "H", "H", "H", "H", "H", "H", "H", "H", "H", "H"], "positions_angstrom": [[0.9402, -16.2014, 6.4325], [0.5583, -17.2165, 7.4457], [1.4653, -17.6948, 8.0941], [-0.6232, -17.4226, 7.6045], [0.1822, -16.1479, 5.6578], [1.8544, -16.5384, 5.9499], [1.0606, -15.2722, 6.9807], [5.6726, -24.8629, 9.0606], [4.3672, -24.0714, 9.0830], [4.3429, -22.9860, 9.6108], [3.4494, -24.5492, 8.4435], [6.3259, -24.2233, 9.6489], [5.9715, -24.9566, 8.0269], [5.4225, -25.7546, 9.6255], [3.7647, -19.6455, 10.0376], [5.0269, -20.0484, 9.3418], [5.8727, -20.5621, 10.0363], [4.9820, -20.0570, 8.1307], [3.1186, -19.0897, 9.3633], [3.9465, -18.9613, 10.8612], [3.3108, -20.5756, 10.3619], [5.6161, -19.9219, 4.8329], [5.9404, -18.5397, 5.3004], [7.0602, -18.3313, 5.7195], [5.0642, -17.6919, 5.2569], [5.9176, -20.6400, 5.5851], [6.2321, -20.0538, 3.9447], [4.5644, -19.8039, 4.5915], [6.9195, -21.2302, 13.3420], [7.8041, -22.0514, 14.1833], [7.7116, -22.0693, 15.3849], [8.6500, -22.6897, 13.5783], [7.4824, -20.3608, 13.0123], [6.0270, -20.9239, 13.8783], [6.6077, -21.7882, 12.4640], [1.7973, -16.8155, 11.1540], [0.4977, -16.3728, 11.6973], [-0.4060, -16.2428, 10.9002], [0.3710, -16.2092, 12.8944], [1.8771, -16.5406, 10.1137], [1.8483, -17.8679, 11.4229], [2.5319, -16.2530, 11.7316], [4.9825, -16.0541, 8.8786], [5.4635, -16.8774, 9.9051], [6.8634, -17.1404, 9.8983], [7.3306, -17.7363, 11.1844], [7.2572, -16.7672, 12.2250], [7.4986, -17.3262, 13.5010], [5.3064, -16.4144, 7.8927], [5.1490, -14.9755, 8.9454], [3.9037, -16.2388, 8.8785], [7.3509, -16.1824, 9.6764], [7.0982, -17.7837, 9.0402], [8.3824, -18.0123, 11.0761], [6.6823, -18.5856, 11.4296], [8.4448, -17.8676, 13.6154], [6.6401, -17.9368, 13.7859], [7.6330, -16.4564, 14.1452], [-1.2720, -19.5197, 10.2980], [-0.0792, -19.6121, 11.0534], [-0.0970, -20.5999, 12.0750], [1.0780, -20.3972, 13.0065], [2.2662, -20.8465, 12.3550], [3.4367, -20.4901, 13.0682], [-1.5034, -20.4855, 9.8304], [-1.2646, -18.7199, 9.5681], [-2.0344, -19.3239, 11.0692], [-0.1795, -21.5807, 11.5989], [-1.0307, -20.4220, 12.6283], [0.9621, -21.0118, 13.9057], [1.2110, -19.3578, 13.3200], [3.5656, -21.0040, 14.0298], [3.4054, -19.4297, 13.3447], [4.2952, -20.7451, 12.4547], [1.1808, -21.1524, 7.4256], [0.8160, -22.1324, 6.4944], [0.9430, -21.6802, 5.1677], [0.0577, -22.5168, 4.2281], [0.9125, -23.4123, 3.5071], [0.3243, -23.9583, 2.3602], [1.0585, -21.5400, 8.4361], [0.5170, -20.2841, 7.3279], [2.2062, -20.7663, 7.3963], [1.9636, -21.6032, 4.7913], [0.4368, -20.7010, 5.1645], [-0.5076, -21.8870, 3.5444], [-0.5592, -23.1402, 4.8788], [0.6902, -24.9846, 2.2636], [0.6441, -23.5118, 1.4078], [-0.7673, -23.9643, 2.3167], [10.5870, -20.1189, 11.8683], [9.3781, -20.5605, 11.2627], [9.7041, -21.5872, 10.3390], [8.4886, -22.4211, 10.0169], [8.5275, -22.9923, 8.7176], [7.7857, -22.2383, 7.7849], [11.2032, -19.5981, 11.1302], [11.0764, -20.9596, 12.3698], [10.3548, -19.4484, 12.7010], [10.4817, -22.3107, 10.6108], [10.1228, -21.0973, 9.4503], [7.5795, -21.8488, 10.2310], [8.4049, -23.2745, 10.6928], [7.9063, -22.7326, 6.8219], [8.1204, -21.1988, 7.6662], [6.7349, -22.1490, 8.0872]], "mulliken_charge": [-0.813, 0.727, -0.339, -0.513, 0.351, 0.225, 0.287, -0.484, 0.856, -0.462, -0.567, -0.020, 0.301, 0.320, -0.950, 0.921, -0.263, -0.479, -0.155, 0.281, 0.677, -0.633, 0.987, -0.565, -0.542, 0.101, 0.355, 0.275, 0.057, 1.001, -0.619, -0.578, -0.091, 0.200, -0.036, 0.130, 1.054, -0.581, -0.620, -0.117, -0.237, 0.268, -0.366, -0.143, -0.765, 0.676, -0.470, -0.503, 0.317, 0.305, -0.215, 0.601, 0.246, 0.120, -0.339, 0.131, 0.196, 0.322, -0.805, 0.121, -0.968, -0.471, -0.289, -0.443, 0.311, 0.115, 0.359, 0.400, 0.451, 0.368, 0.344, 0.504, 0.381, -0.346, -0.416, -0.438, -0.129, -0.561, -0.318, -0.781, 0.246, 0.272, 0.178, 0.185, 0.211, 0.377, 0.301, 0.248, 0.265, 0.346, -1.043, 0.183, -0.877, 0.682, -0.492, -0.587, 0.339, 0.379, 0.195, 0.420, 0.354, -0.467, 0.314, 0.429, 0.378, -0.045]}

=====

Entry 2:
{"formula": "C4H9N2S", "method": "wB97M-V/def2-TZVPD", "e_lumo_ev": -4.02, "e_above_lowest_ev": 1.919, "total_charge": 1, "species": ["C", "S", "C", "C", "N", "C", "N", "H", "H", "H", "H", "H", "H", "H", "H", "H"], "positions_angstrom": [[2.9245, 0.4426, 0.0933], [1.1532, 0.5903, -0.2738], [0.5915, -1.0140, -0.0870], [-0.7135, -1.4195, -0.1261], [-1.9994, -0.8412, -0.3611], [-2.5261, 0.3639, -0.1694], [-2.0985, 1.5477, 0.3399], [3.3841, 0.9037, -0.7484], [3.0627, -0.6429, 0.1630], [3.0319, 1.0054, 1.0046], [1.3953, -1.7402, -0.0222], [-0.9353, -2.4253, -0.1641], [-2.6756, -1.4588, -0.6747], [-3.5903, 0.3411, -0.2213], [-1.2578, 1.5864, 0.8086], [-2.8502, 2.3027, 0.4929]], "nbo_charge": [-0.690, 0.271, -0.341, -0.124, -0.478, 0.376, -0.720, 0.244, 0.231, 0.243, 0.253, 0.217, 0.430, 0.212, 0.423, 0.452]}